# 1
# C14H30AsBIN3O3S5Tc

A structure of composition C14H30AsBIN3O3S5Tc (ωB97M-V/def2-TZVPD, the OMol25 dataset).

```
59
Properties=species:S:1:pos:R:3:forces:R:3
Tc 0.535216 -1.471632 1.420720 0.236 0.507 0.092
C -0.608142 -0.044258 3.912336 0.016 0.042 -0.040
C -0.220506 -1.449901 4.323106 0.003 -0.057 -0.077
N -0.322928 -2.384378 3.165222 -0.010 -0.076 0.027
C -1.696072 -2.910085 2.901901 0.063 0.012 0.009
C -2.637153 -1.899137 2.268334 -0.032 0.014 -0.009
S -1.821738 -0.985032 0.905814 0.159 -0.215 -0.162
C -2.039675 0.762187 1.357825 -0.045 -0.009 0.008
C -0.727564 1.343995 1.851686 0.051 -0.019 0.095
N 0.038362 0.320626 2.610140 -0.036 0.012 -0.160
H -1.683114 0.055409 3.798154 0.011 -0.005 0.012
H -0.309795 0.666635 4.683485 -0.006 0.008 0.005
H 0.815694 -1.473030 4.659178 0.004 0.012 0.008
H -0.845127 -1.788250 5.152098 -0.006 0.002 0.008
H 0.235581 -3.200916 3.401863 -0.014 -0.001 0.043
H -1.575735 -3.761502 2.232729 -0.010 -0.006 -0.019
H -2.141579 -3.275473 3.830098 0.000 -0.016 0.005
H -3.478475 -2.426172 1.821724 -0.020 -0.005 0.007
H -3.039286 -1.177690 2.975196 0.005 -0.027 0.008
H -2.392344 1.287495 0.473117 -0.008 0.008 -0.004
H -2.841223 0.799353 2.093670 0.005 0.030 -0.006
H -0.109126 1.652173 1.007991 0.011 0.013 0.017
H -0.917704 2.221291 2.475355 0.003 0.010 0.002
H 0.928897 0.747642 2.846271 0.010 -0.024 -0.007
S 6.629480 0.168474 0.699799 0.281 0.135 0.114
As 3.190679 0.331224 0.822595 0.105 0.006 -0.068
S 2.655702 -1.212683 2.328746 -0.173 -0.125 -0.048
S 1.846578 -0.653488 -0.665313 -0.276 -0.033 0.053
S 5.187764 -0.803996 0.053623 -0.266 -0.081 -0.064
C 1.427171 2.081800 -4.365524 0.059 0.019 -0.036
C 0.349280 2.039264 -3.302992 -0.031 -0.004 0.084
C -1.025932 2.186952 -3.912345 -0.008 0.011 -0.036
O 0.443289 0.676219 -2.690348 -0.007 -0.005 0.162
B 1.172326 0.850736 -1.583256 -0.001 0.215 -0.071
O 1.423167 2.106788 -1.160660 0.015 -0.236 -0.021
C 0.627462 2.982825 -2.077113 0.035 -0.036 -0.044
C 1.459630 4.203572 -2.385642 -0.005 0.077 -0.030
C -0.623574 3.355702 -1.305497 -0.008 -0.030 0.052
H 1.245711 1.287798 -5.088365 0.005 0.010 0.000
H 2.424704 1.943773 -3.943910 -0.015 0.013 0.006
H 1.407569 3.034292 -4.894782 -0.001 -0.018 -0.002
H -1.119443 1.523015 -4.770300 -0.003 -0.004 0.010
H -1.171236 3.208553 -4.267523 0.016 -0.013 0.000
H -1.818017 1.950584 -3.204941 0.001 0.010 0.011
H 2.406051 3.950193 -2.856940 -0.004 -0.009 0.018
H 1.663809 4.749677 -1.464986 -0.013 0.005 -0.011
H 0.910033 4.870349 -3.052413 0.013 -0.019 -0.004
H -1.209552 2.467069 -1.056007 -0.004 0.019 -0.014
H -1.258285 4.022333 -1.886694 0.006 0.004 -0.009
H -0.341315 3.876201 -0.389089 -0.009 -0.016 -0.015
N 0.965511 -4.921699 -0.868797 -0.018 -0.099 -0.085
C 0.226293 -3.862583 -0.644491 0.240 0.289 0.130
O 0.442324 -3.178691 0.407161 -0.235 -0.288 0.008
C -0.843819 -3.492955 -1.605646 -0.040 -0.003 -0.033
I -2.688501 -4.293090 -0.898902 -0.086 -0.023 0.060
H 1.664750 -5.216617 -0.201634 -0.011 0.009 0.004
H 0.804431 -5.507637 -1.675552 0.006 -0.011 0.014
H -0.672535 -3.919764 -2.588953 0.027 0.020 -0.015
H -0.947946 -2.413569 -1.671347 0.016 0.004 0.012
```
Forces are in eV/Å.

Highest occupied orbital energy (alpha / beta)   -17.327 / -17.329 eV
E_tot   -5570.74723 a.u.
LUMO (alpha / beta)   -11.87 / -11.87 eV
Net charge   +3
Relative energy (zero: lowest compared OMol25 entry of this formula, charge and spin)   0.0 kJ/mol
Gap between HOMO and LUMO (alpha / beta)   0.2005 / 0.2007 Ha

Quick look at the Löwdin charges, all values in e: 0.806, -0.141, -0.156, -0.186, -0.216, -0.373, 0.920, -0.356, -0.218, -0.225, 0.104, 0.151, 0.112, 0.145, 0.135, 0.096, 0.145, 0.077, 0.086, 0.085, 0.097, 0.096, 0.151, 0.076, 0.428, 0.482, 0.110, 0.549, 0.175, 0.007, -0.418, 0.013, 0.111, -1.064, 0.052, -0.417, 0.015, 0.001, 0.109, 0.102, 0.113, 0.107, 0.115, 0.091, 0.094, 0.106, 0.117, 0.075, 0.112, 0.106, 0.258, -0.594, -0.257, -0.539, 1.004, 0.155, 0.154, 0.072, 0.043

=====

# 2
# C14H30BClO11PS3

A cluster of 4 separate species, C14H30BClO11PS3 in total (ωB97M-V/def2-TZVPD, the OMol25 dataset).

```
61
Properties=species:S:1:pos:R:3:forces:R:3
O -0.673463 -0.272740 3.529709 0.711 0.190 -3.437
P -0.554121 -0.186775 1.976591 -0.141 -1.150 4.040
O -0.475824 -1.805045 1.409838 -1.374 4.695 -0.149
O 0.895810 0.703869 1.688260 -0.879 -2.242 -0.768
B -2.062864 0.773682 1.170320 -0.163 1.374 -0.241
O -2.749926 1.341700 2.364588 -0.918 -2.011 -0.221
C -3.725688 0.323025 2.660836 -1.568 1.533 -0.593
C -4.321227 0.064156 1.157976 2.428 0.355 1.073
Cl -5.229388 -1.556963 0.992733 0.301 1.083 0.100
O -3.065740 -0.052263 0.428041 -2.527 -0.019 0.823
H -1.337815 -1.974133 0.951091 0.967 0.448 0.361
H 1.218420 0.410842 0.809045 -0.325 0.437 0.480
H -1.642982 1.671391 0.498535 -0.305 -0.637 -0.125
H -4.451488 0.896437 3.352549 0.684 -1.510 -0.901
H -3.395142 -0.687845 3.068545 0.069 1.421 -0.325
H -5.011018 0.936866 0.856109 0.982 -1.601 0.004
C 1.908738 5.919451 1.578587 0.077 0.151 0.013
C 0.868843 5.736305 2.686527 0.108 -0.008 0.201
C -0.453901 5.357452 2.017004 -0.141 0.319 0.535
S -0.023206 4.526855 0.491665 -0.139 -0.879 0.187
O -0.471349 5.340109 -0.618848 0.020 -0.071 -0.024
O -0.352242 3.128067 0.604356 0.523 1.425 -0.509
C 1.743988 4.718919 0.655819 0.533 0.244 0.063
H 2.922708 5.980920 1.980050 -0.064 0.009 -0.034
H 1.705103 6.845070 1.029835 0.038 -0.070 -0.002
H 1.187200 4.930075 3.354882 -0.042 0.046 -0.088
H 0.759684 6.639470 3.291577 -0.005 -0.079 -0.037
H -1.042790 4.683683 2.640581 -0.032 -0.060 -0.268
H -1.042590 6.241428 1.765513 0.036 -0.116 -0.104
H 2.194902 4.865769 -0.325417 -0.165 -0.084 -0.016
H 2.136007 3.810212 1.118435 -0.160 -0.008 -0.053
C 1.205734 -5.840166 -0.825231 -0.126 0.056 -0.164
C 2.623765 -5.270082 -0.755321 0.125 -0.088 -0.131
C 2.634934 -4.199750 0.338279 0.512 0.111 -0.410
S 1.364058 -4.665897 1.509845 -0.615 0.213 0.368
O 0.323259 -3.664233 1.478861 1.756 -3.328 0.310
O 1.987550 -5.097077 2.743047 -0.075 0.116 -0.120
C 0.794577 -6.104962 0.617699 0.025 -0.491 -0.363
H 1.163802 -6.750450 -1.427795 -0.004 0.060 0.031
H 0.533762 -5.103302 -1.277290 0.035 -0.039 0.064
H 3.325491 -6.069954 -0.495480 -0.054 0.043 -0.004
H 2.940457 -4.855668 -1.715428 -0.022 -0.025 0.079
H 3.597716 -4.155495 0.848337 -0.181 0.083 0.102
H 2.380073 -3.216645 -0.061418 -0.138 -0.073 0.161
H -0.281571 -6.218300 0.743905 0.085 0.144 0.165
H 1.315071 -6.976646 1.021984 -0.041 0.064 0.017
C -0.761868 0.847732 -4.078040 0.051 0.166 0.038
C 0.638834 0.353131 -4.448216 0.027 0.062 -0.226
C 1.232975 -0.312230 -3.205079 0.507 0.162 -0.380
S -0.155037 -0.928629 -2.256750 -0.449 -0.126 0.388
O -0.220866 -0.201462 -1.014830 0.362 -0.337 -0.514
O -0.162067 -2.374747 -2.307847 0.155 0.173 0.187
C -1.427045 -0.306904 -3.340540 -0.359 0.257 -0.301
H -1.334003 1.142527 -4.960200 0.031 -0.014 0.079
H -0.683871 1.718027 -3.418526 -0.072 -0.083 -0.018
H 0.564283 -0.379616 -5.258629 -0.003 0.039 0.069
H 1.275208 1.167985 -4.801236 -0.031 -0.081 0.027
H 1.889241 -1.142902 -3.467007 -0.080 0.011 0.200
H 1.772236 0.406580 -2.585888 -0.135 -0.100 0.065
H -2.295681 -0.001489 -2.756729 0.136 -0.152 0.196
H -1.699653 -1.109366 -4.029805 0.051 -0.007 0.105
```
Forces are in eV/Å.

Highest occupied orbital energy   -3.930 eV
E_tot   -3400.12793 a.u.
LUMO   2.09 eV
Net charge   -1
Gap between HOMO and LUMO   0.2214 Ha

Quick look at the Löwdin charges, all values in e: -0.398, 0.734, -0.278, -0.235, -0.774, -0.122, -0.205, -0.601, 0.464, -0.151, 0.075, 0.027, 0.058, 0.130, 0.120, 0.123, -0.234, -0.221, -0.215, 0.674, -0.336, -0.325, -0.235, 0.110, 0.114, 0.122, 0.109, 0.113, 0.102, 0.102, 0.110, -0.227, -0.225, -0.217, 0.695, -0.317, -0.335, -0.238, 0.110, 0.112, 0.111, 0.109, 0.100, 0.104, 0.107, 0.101, -0.220, -0.225, -0.225, 0.680, -0.302, -0.327, -0.217, 0.113, 0.125, 0.113, 0.111, 0.098, 0.105, 0.117, 0.107